This record from OMol25 describes a molecular structure, C26H48AlO2P2 at a distorted geometry. The level of theory is ωB97M-V/def2-TZVPD.

Last column: Mulliken charge in e.
CARTESIAN COORDINATES (ANGSTROEM)
Al: -0.75 0.32 0.22  -1.829
C: 0.18 -1.40 2.28  0.004
C: 1.47 -0.84 2.12  1.237
C: -0.02 0.93 2.13  1.503
C: -0.79 -0.33 2.28  1.734
C: 1.37 0.57 2.10  0.297
C: -0.12 -2.81 2.63  -1.978
H: 0.46 -3.52 2.03  0.319
H: -1.18 -3.03 2.48  0.339
H: 0.11 -3.01 3.68  0.365
C: -2.05 -0.40 3.08  -1.239
H: -2.56 -1.37 2.95  0.409
H: -2.73 0.39 2.79  0.041
H: -1.82 -0.26 4.15  0.353
C: -0.49 2.23 2.70  -1.610
H: -0.35 2.25 3.80  0.372
H: -1.56 2.37 2.52  0.148
H: 0.04 3.08 2.27  0.399
C: 2.51 1.50 2.25  -1.608
H: 3.02 1.34 3.21  0.376
H: 2.18 2.54 2.21  0.397
H: 3.25 1.36 1.45  0.196
C: 2.73 -1.62 2.19  -1.531
H: 2.97 -1.89 3.23  0.424
H: 3.57 -1.03 1.79  0.487
H: 2.65 -2.55 1.61  0.220
C: 0.93 -1.20 -2.16  0.541
C: 1.44 -1.94 -1.16  0.764
C: 2.82 -2.54 -1.25  -1.628
C: 4.01 -1.61 -0.91  -1.813
C: 3.68 -0.15 -0.77  -0.279
C: 3.23 0.55 -1.82  -0.475
C: 3.02 -0.07 -3.18  -1.056
C: 1.74 -0.90 -3.39  -2.099
H: 2.98 -2.92 -2.27  0.400
H: 4.76 -1.73 -1.71  0.633
H: 2.86 -3.41 -0.58  0.522
H: 2.05 -1.84 -3.87  0.588
H: -0.13 -0.91 -2.20  -0.067
H: 0.87 -2.20 -0.26  0.526
H: 1.10 -0.38 -4.12  0.508
H: 3.02 0.76 -3.90  0.469
H: 3.23 1.64 -1.83  0.913
H: 3.89 -0.70 -3.43  0.361
H: 4.49 -1.97 0.02  0.337
H: 4.03 0.33 0.14  0.966
P: -2.34 -1.52 -0.61  1.345
C: -3.83 -1.86 0.41  -1.126
H: -4.57 -2.40 -0.20  0.542
H: -4.28 -0.92 0.77  0.210
H: -3.56 -2.48 1.28  0.312
C: -3.07 -1.21 -2.26  -1.310
H: -3.91 -1.90 -2.43  0.546
H: -2.32 -1.36 -3.05  0.332
H: -3.44 -0.18 -2.30  0.250
C: -1.67 -3.20 -0.81  -1.186
H: -0.84 -3.18 -1.53  0.298
H: -2.45 -3.88 -1.17  0.574
H: -1.28 -3.57 0.15  0.265
P: -0.30 2.39 -1.09  1.705
C: 1.33 3.07 -0.69  -0.687
H: 1.67 3.73 -1.50  0.575
H: 2.04 2.25 -0.56  -0.610
H: 1.30 3.64 0.25  0.387
C: -0.24 1.94 -2.86  -1.045
H: 0.65 1.34 -3.08  -0.126
H: -0.23 2.85 -3.48  0.682
H: -1.14 1.35 -3.11  0.212
C: -1.35 3.88 -1.06  -1.423
H: -0.93 4.64 -1.73  0.532
H: -1.38 4.28 -0.04  0.349
H: -2.37 3.63 -1.37  0.360
C: -4.41 2.49 1.42  -1.087
O: -3.14 1.79 1.42  0.010
C: -2.64 1.33 0.25  -0.150
O: -3.28 1.50 -0.79  -0.585
H: -5.01 2.06 2.22  0.275
H: -4.89 2.34 0.45  0.390
H: -4.20 3.55 1.60  0.251

The relative energy (zero: lowest compared OMol25 entry of this formula, charge and spin) comes out at 258.17 kJ/mol. Its lowest unoccupied orbital energy is -3.14 eV. Its net charge is +1. The HOMO-LUMO gap is 0.2629 Ha. The calculation puts the calculated total energy at -57004.2131 eV.

---

This record from OMol25 describes a gas-phase ion, C10H15N4S (charge +1) at a distorted geometry. The level of theory is ωB97M-V/def2-TZVPD.

Last column: Mulliken charge in e.
CARTESIAN COORDINATES (ANGSTROEM)
C: -4.83 1.41 -0.25  -0.945
S: -3.14 1.25 -0.91  0.058
C: -2.64 -0.04 0.16  -0.298
N: -1.20 -0.30 0.29  -0.129
C: 0.17 0.17 0.29  0.771
C: 0.12 1.62 0.64  -1.176
N: 1.17 -0.57 0.01  -0.418
C: 2.50 -0.14 -0.05  0.143
C: 3.34 -1.12 -0.43  -0.059
C: 4.68 -0.79 -0.67  -0.540
C: 5.13 0.47 -0.22  -0.577
C: 4.15 1.36 0.13  -0.166
N: 2.88 1.12 0.20  -0.354
N: -2.01 -1.30 -0.37  0.155
C: -2.10 -2.63 0.14  -0.889
H: -4.85 1.99 0.71  0.327
H: -5.28 0.52 0.01  0.360
H: -5.16 2.24 -0.87  0.353
H: -3.18 -0.26 1.04  0.465
H: -0.50 2.06 -0.13  0.313
H: 1.14 1.98 0.75  0.391
H: -0.60 1.70 1.51  0.334
H: 2.91 -2.13 -0.58  0.392
H: 5.42 -1.59 -0.87  0.353
H: 6.08 0.87 -0.40  0.421
H: 4.34 2.52 0.25  0.310
H: -1.99 -1.30 -1.38  0.373
H: -2.02 -3.48 -0.59  0.339
H: -1.42 -2.75 0.97  0.358
H: -3.09 -2.89 0.62  0.334

The relative energy (zero: lowest compared OMol25 entry of this formula, charge and spin) comes out at 182.15 kJ/mol. Its lowest unoccupied orbital energy is -2.85 eV. Its net charge is +1. The SMILES is CS[C@@H]1N(/C(C)=N/c2ccccn2)[N@H+]1C. The HOMO-LUMO gap is 0.3246 Ha. The calculation puts the calculated total energy at -27397.9355 eV.

---

This record from OMol25 describes 2 unconnected molecules or ions with the total composition C4H8BrNO3 at a distorted geometry. The level of theory is ωB97M-V/def2-TZVPD.

Last column: Mulliken charge in e.
CARTESIAN COORDINATES (ANGSTROEM)
C: 1.08 -0.73 1.55  -0.778
C: -0.15 -0.40 1.20  0.071
Br: -1.15 0.57 2.45  -0.166
C: -1.01 -1.09 0.10  0.607
C: -0.94 -0.19 -1.11  -1.059
O: -2.33 -1.38 0.38  -0.476
H: 1.62 -1.48 1.00  0.254
H: 1.58 -0.45 2.51  0.256
H: -0.39 -2.09 -0.11  0.158
H: -1.45 0.78 -1.04  0.290
H: 0.03 0.10 -1.22  0.230
H: -1.45 -0.71 -1.90  0.343
H: -2.48 -1.40 1.36  0.319
O: 2.39 0.80 -0.82  -0.229
N: 1.82 1.46 -1.62  0.201
O: 1.66 2.74 -1.12  -0.395
H: 1.18 3.45 -1.61  0.373

The relative energy (zero: lowest compared OMol25 entry of this formula, charge and spin) comes out at 404.57 kJ/mol. Its lowest unoccupied orbital energy is 0.04 eV. The SMILES is C=C(Br)[C@H](C)O.O=NO. The HOMO-LUMO gap is 0.3449 Ha. The calculation puts the calculated total energy at -81948.2571 eV.

---

This record from OMol25 describes 6 unconnected molecules or ions with the total composition C49H72ClFN9O4 at a distorted geometry. The level of theory is ωB97M-V/def2-TZVPD.

Last column: Mulliken charge in e.
CARTESIAN COORDINATES (ANGSTROEM)
C: 1.92 1.76 1.14  -0.927
C: 2.33 0.50 1.43  -0.359
C: 1.68 -0.77 0.93  -1.174
N: 1.02 -0.63 -0.38  1.117
C: 1.71 -0.86 -1.44  -1.687
O: 2.99 -1.18 -1.47  -0.338
C: 3.35 -2.57 -1.28  0.302
C: 4.85 -2.70 -1.58  -1.375
C: 0.93 -0.59 -2.74  1.530
Cl: 2.18 0.41 -3.60  -0.300
C: 0.64 -1.96 -3.42  -0.574
C: 1.40 -2.37 -4.72  -0.930
N: 2.81 -2.60 -4.52  -0.071
N: 1.11 -1.51 -5.85  -0.584
N: 0.83 -3.70 -5.11  -0.793
C: -0.30 0.22 -2.15  1.671
C: -0.06 1.75 -2.34  -1.893
C: -1.22 2.73 -2.02  -0.938
C: -0.73 3.93 -1.16  -0.747
C: -1.80 4.33 -0.14  -0.744
O: -3.02 4.64 -0.81  -0.582
C: -1.62 -0.07 -2.89  -0.732
C: -1.61 0.30 -4.39  0.099
C: -2.66 1.35 -4.77  -2.038
O: -1.91 -0.90 -5.14  -0.664
C: -0.41 -0.27 -0.67  1.081
C: -1.08 0.70 0.29  -0.109
C: -1.04 0.47 1.79  -1.181
F: -1.62 -0.73 2.22  -0.431
C: -1.07 -1.68 -0.51  -1.413
C: -2.60 -1.75 -0.41  -1.237
C: -3.14 -2.90 -1.28  -0.803
O: -3.10 -4.08 -0.50  -0.310
C: -2.90 -5.25 -1.30  -0.793
H: 1.63 2.43 1.95  0.193
H: 1.84 2.16 0.13  0.515
H: 3.23 0.37 2.03  0.566
H: 0.98 -1.07 1.70  0.553
H: 2.46 -1.54 0.92  0.615
H: 3.18 -2.93 -0.26  0.454
H: 2.82 -3.24 -1.95  0.063
H: 5.24 -1.74 -1.88  0.316
H: 5.37 -3.00 -0.67  0.390
H: 5.04 -3.47 -2.32  0.316
H: -0.41 -2.07 -3.67  0.222
H: 0.83 -2.73 -2.67  0.763
H: 3.39 -2.00 -5.09  0.248
H: 3.04 -3.57 -4.67  0.293
H: 1.88 -0.89 -6.04  0.405
H: 0.27 -0.98 -5.72  0.171
H: -0.16 -3.57 -5.30  0.354
H: 0.92 -4.32 -4.31  0.343
H: 0.82 2.02 -1.75  0.927
H: 0.23 1.96 -3.36  1.002
H: -1.57 3.18 -2.94  0.860
H: -2.05 2.29 -1.48  0.054
H: -0.56 4.79 -1.80  0.541
H: 0.15 3.66 -0.57  0.163
H: -1.97 3.48 0.53  0.209
H: -1.44 5.16 0.46  0.450
H: -3.70 4.06 -0.48  0.351
H: -1.83 -1.14 -2.87  -0.860
H: -2.46 0.36 -2.36  1.191
H: -0.62 0.58 -4.74  0.369
H: -3.14 1.01 -5.69  0.631
H: -2.22 2.33 -4.96  0.206
H: -3.43 1.38 -4.01  0.446
H: -2.87 -1.02 -5.15  0.414
H: -0.59 1.67 0.17  -0.480
H: -2.11 0.87 -0.01  0.891
H: -0.05 0.54 2.23  0.241
H: -1.60 1.28 2.26  0.486
H: -0.71 -2.37 -1.27  0.186
H: -0.67 -2.05 0.44  0.967
H: -3.11 -0.86 -0.77  0.538
H: -2.95 -1.98 0.59  0.725
H: -4.19 -2.68 -1.52  0.269
H: -2.56 -3.04 -2.20  0.378
H: -1.83 -5.35 -1.52  0.219
H: -3.21 -6.10 -0.70  0.352
H: -3.48 -5.18 -2.22  0.340
N: 0.35 2.39 4.08  -0.064
C: -0.63 2.88 4.85  -0.123
C: -0.44 3.29 6.16  -0.691
C: 0.84 3.20 6.70  -0.385
C: 1.86 2.69 5.92  -0.679
C: 1.56 2.31 4.62  0.252
H: -1.61 2.93 4.39  0.340
H: -1.26 3.68 6.74  0.392
H: 1.03 3.51 7.72  0.421
H: 2.87 2.60 6.30  0.471
H: 2.34 1.91 3.97  0.103
N: -5.77 0.51 -6.20  -0.379
C: -5.81 1.82 -5.99  0.219
C: -6.51 2.72 -6.77  -0.773
C: -7.22 2.22 -7.86  -0.150
C: -7.20 0.86 -8.10  -0.472
C: -6.46 0.05 -7.25  -0.178
H: -5.24 2.17 -5.13  0.331
H: -6.51 3.78 -6.55  0.368
H: -7.79 2.88 -8.50  0.384
H: -7.73 0.43 -8.94  0.355
H: -6.42 -1.02 -7.40  0.358
N: -6.18 -5.85 4.42  -0.554
C: -4.88 -5.56 4.36  -0.264
C: -4.20 -5.33 3.18  -0.531
C: -4.91 -5.40 1.99  0.391
C: -6.26 -5.71 2.03  -0.627
C: -6.84 -5.92 3.27  -0.242
H: -4.37 -5.52 5.32  0.348
H: -3.15 -5.09 3.19  0.374
H: -4.41 -5.22 1.04  0.414
H: -6.85 -5.77 1.13  0.371
H: -7.90 -6.16 3.35  0.353
N: 4.60 1.18 6.51  -0.158
C: 4.70 0.43 7.61  -0.189
C: 5.44 -0.74 7.69  -0.631
C: 6.12 -1.16 6.56  -0.117
C: 6.03 -0.40 5.40  -0.897
C: 5.27 0.75 5.43  -0.426
H: 4.15 0.79 8.47  0.402
H: 5.48 -1.30 8.61  0.398
H: 6.71 -2.07 6.57  0.394
H: 6.55 -0.69 4.50  0.412
H: 5.17 1.39 4.55  0.757
N: 6.46 5.50 6.23  -0.551
C: 6.94 6.35 5.33  -0.244
C: 7.64 5.96 4.19  -0.300
C: 7.84 4.61 3.98  -0.411
C: 7.35 3.71 4.91  -0.208
C: 6.67 4.20 6.02  -0.257
H: 6.76 7.40 5.53  0.361
H: 8.00 6.70 3.49  0.365
H: 8.38 4.26 3.11  0.381
H: 7.49 2.64 4.79  0.429
H: 6.26 3.53 6.77  0.438

Its lowest unoccupied orbital energy is -2.74 eV. Its net charge is +1. The HOMO-LUMO gap is 0.3030 Ha. The calculation puts the calculated total energy at -88810.5855 eV.

---

This record from OMol25 describes a single C5H8O2 molecule at a distorted geometry. The level of theory is ωB97M-V/def2-TZVPD.

Last column: Mulliken charge in e.
CARTESIAN COORDINATES (ANGSTROEM)
C: -2.20 0.06 -0.70  -1.201
C: -1.08 -0.44 0.21  -0.246
C: 0.24 0.22 -0.19  -0.580
C: 1.44 -0.40 0.50  0.490
O: 1.44 -1.47 1.09  -0.520
C: 2.76 0.39 0.53  -0.051
O: 2.80 1.60 0.44  -0.441
H: -2.28 1.15 -0.64  0.311
H: -3.17 -0.38 -0.45  0.348
H: -1.96 -0.21 -1.74  0.317
H: -0.99 -1.53 0.14  0.295
H: -1.28 -0.24 1.27  0.299
H: 0.39 0.16 -1.29  0.304
H: 0.22 1.30 0.05  0.326
H: 3.66 -0.22 0.79  0.349

The relative energy (zero: lowest compared OMol25 entry of this formula, charge and spin) comes out at 81.03 kJ/mol. Its lowest unoccupied orbital energy is -0.34 eV. The SMILES is CCCC(=O)C=O. The HOMO-LUMO gap is 0.3484 Ha. The calculation puts the calculated total energy at -9408.9924 eV.

---

Number 1: HOMO level -10.2960 eV. Number 2: HOMO level -11.6812 eV. Number 3: HOMO level -9.3488 eV. Number 4: HOMO level -10.9848 eV. Number 5: HOMO level -9.8173 eV.